[1]
Below is the ion C4H12N3 with charge +1 at a distorted geometry, with properties calculated with ωB97M-V/def2-TZVPD.

Results
ΔE to the lowest compared entry with this formula, charge and spin = 114.6 kJ/mol
total charge = +1
SMILES = CC(C)[NH+]=C(N)N
HOMO = -14.60 eV
lowest unoccupied orbital energy = -2.963 eV

Geometry (Å):
C: -1.13 0.15 -1.09
C: 1.21 -1.38 0.57
C: 0.86 0.82 2.03
C: 0.85 0.11 0.71
N: -2.38 0.44 -1.49
N: -0.19 -0.09 -2.04
N: -0.68 0.20 0.20
H: 2.38 -1.40 0.62
H: 0.69 -2.10 1.26
H: 0.90 -1.63 -0.43
H: 2.02 1.00 2.27
H: 0.65 0.18 2.83
H: 0.36 1.74 1.90
H: 1.37 0.71 0.03
H: -2.81 0.24 -2.45
H: -3.14 0.81 -0.89
H: -0.48 -0.08 -3.06
H: 0.75 -0.26 -1.89
H: -1.25 0.54 0.91

These are the Löwdin partial charges, in e, on atoms 1 to 5:
1. C -0.40
2. C -0.04
3. C -0.05
4. C -0.34
5. N 0.16

[2]
Below is a structure of composition C4H12N3 at a distorted geometry, with properties calculated with ωB97M-V/def2-TZVPD.

Results
ΔE to the lowest compared entry with this formula, charge and spin = 424.1 kJ/mol
total charge = +1
HOMO = -14.24 eV
lowest unoccupied orbital energy = -4.452 eV

Geometry (Å):
C: 1.85 -0.32 0.22
C: -1.50 -0.69 -0.86
C: 0.00 1.08 0.32
C: -1.07 -0.02 0.46
N: -0.48 -1.16 1.40
N: 1.82 -0.57 -1.09
N: 1.21 0.77 0.74
H: 2.71 -0.57 0.84
H: -2.01 0.11 -1.47
H: -2.35 -1.39 -0.63
H: -0.68 -1.29 -1.19
H: -0.11 1.56 -0.70
H: -0.33 1.89 0.91
H: -2.08 0.33 0.89
H: 1.74 0.27 -1.66
H: 2.44 -1.35 -1.35
H: -1.39 -1.69 1.16
H: -0.57 -0.39 2.44
H: 1.31 0.88 1.81

These are the Löwdin partial charges, in e, on atoms 1 to 5:
1. C -0.09
2. C -0.09
3. C -0.27
4. C -0.43
5. N 0.00

[3]
Below is the ion C4H12N3 with charge +1 at a distorted geometry, with properties calculated with ωB97M-V/def2-TZVPD.

Results
ΔE to the lowest compared entry with this formula, charge and spin = 193.6 kJ/mol
total charge = +1
SMILES = N/C=C(\[NH3+])CCN
HOMO = -13.25 eV
lowest unoccupied orbital energy = -3.380 eV

Geometry (Å):
C: 0.09 0.21 -1.97
C: 0.14 -0.70 -0.71
C: -0.02 -0.01 0.56
C: 0.57 -0.27 1.74
N: 0.11 0.25 2.95
N: -1.15 0.94 0.72
N: 0.49 -0.68 -3.10
H: -0.96 0.47 -2.17
H: 0.69 1.11 -1.84
H: -0.68 -1.42 -0.87
H: 1.07 -1.26 -0.74
H: 1.46 -0.89 1.69
H: 0.84 0.65 3.54
H: -0.31 -0.44 3.56
H: -2.00 0.48 0.40
H: -1.10 1.36 1.65
H: -1.08 1.73 0.06
H: 1.49 -0.53 -3.25
H: 0.07 -0.31 -3.94

These are the Löwdin partial charges, in e, on atoms 1 to 5:
1. C -0.27
2. C -0.15
3. C -0.24
4. C -0.11
5. N 0.04